Here is a single C4H4O4 molecule from the Open Molecules 2025 dataset. Energies are from ωB97M-V/def2-TZVPD.

Positions of all 12 atoms, in Å:
1 C -0.55684 -0.75132 0.72340
2 C 0.49707 -0.16017 -1.22483
3 H -2.06634 0.92453 1.45276
4 O -0.24135 -1.29024 -0.54945
5 C 1.34759 0.44841 -0.05204
6 O -2.24948 0.25880 -0.50493
7 C -1.68152 0.24833 0.63543
8 H -0.31341 0.68887 -1.53365
9 H -0.64439 -1.56906 1.52975
10 O 2.29925 1.12855 -0.02151
11 O 0.71131 0.11958 1.07795
12 H 1.22841 -0.48937 -1.95713

F_max = 5.4 eV Å⁻¹
ΔE to the lowest compared entry with this formula, charge and spin = 63.7 kcal/mol
E = -455.711454 a.u.
lowest unoccupied orbital energy = -0.3 eV